C29H50GaN9S2 as an isolated structure at a distorted geometry, computed with wB97M-V/def2-TZVPD.

Properties
Electronic energy   -4348.4665 Eh
Net charge   +2
Kohn-Sham gap   6.913 eV
Relative energy (zero: lowest compared OMol25 entry of this formula, charge and spin)   91.6 kcal/mol
LUMO energy   -0.23094 hartree

```
91
Properties=species:S:1:pos:R:3:forces:R:3
Ga -0.1953 -0.1402 0.0859 -0.1 0.3 -0.1
C -2.7122 0.3073 -1.9231 -0.2 -0.5 0.1
N -3.5912 0.9550 -2.8560 -0.3 -0.3 -0.1
C -4.1755 2.1358 -2.2268 -0.1 0.1 0.0
N -3.1363 3.0810 -1.8272 -0.3 0.4 0.2
C -2.2587 2.4582 -0.8752 -0.1 0.2 0.4
N -1.6398 1.2172 -1.4288 0.4 -0.3 0.7
C -0.9060 1.6551 -2.6561 0.6 -0.3 -0.2
N -1.7655 2.2973 -3.6182 0.1 0.2 -0.3
C -2.8168 1.3748 -4.0199 0.0 -0.2 -0.1
C -2.3804 3.4722 -3.0108 0.1 0.1 0.0
H -2.2253 -0.5497 -2.4085 0.0 0.1 0.1
H -3.3068 -0.0711 -1.0864 0.1 0.1 -0.1
H -4.7499 1.8318 -1.3492 0.0 0.0 0.0
H -4.8450 2.6257 -2.9348 0.0 -0.1 0.0
H -2.8207 2.2363 0.0329 0.1 0.0 -0.1
H -1.4486 3.1470 -0.6215 0.0 0.0 0.0
H -0.4598 0.7767 -3.1388 -0.2 0.3 0.3
H -0.1091 2.3504 -2.3684 -0.1 -0.1 0.1
H -2.3725 0.4931 -4.4883 0.0 0.1 0.0
H -3.4807 1.8573 -4.7379 0.0 0.0 0.0
H -3.0527 3.9488 -3.7269 0.1 0.0 0.0
H -1.6023 4.1857 -2.7320 0.0 0.0 0.0
C 1.1295 -3.3448 4.2328 0.8 -0.5 0.4
N -0.1220 -2.6632 3.8747 -0.2 0.0 0.4
C -0.7125 -3.2783 2.6769 -0.5 -0.4 -0.8
C 0.1139 -1.1930 3.7022 -0.2 0.8 -0.2
C -1.1556 -0.5125 3.2756 0.2 0.0 0.1
C -2.1054 -0.2904 4.2735 0.2 -0.1 -0.1
C -3.3639 0.2001 3.9897 -0.1 0.0 -0.1
C -3.7044 0.4261 2.6713 0.0 0.0 0.1
C -2.7582 0.2228 1.6780 -0.2 0.0 -0.3
C -1.4687 -0.2041 1.9479 0.8 0.1 -1.5
H 0.9426 -4.3945 4.4480 -0.1 0.0 0.0
H 1.5811 -2.8813 5.1063 -0.1 0.1 0.0
H 1.8184 -3.2654 3.3959 0.0 0.1 -0.1
H -0.7941 -2.7729 4.6428 0.1 0.0 -0.1
H -0.0599 -3.0851 1.8240 0.0 0.0 0.1
H -1.6971 -2.8602 2.4756 0.1 0.0 0.1
H -0.8145 -4.3511 2.8235 0.1 0.0 0.1
H 0.8989 -1.0680 2.9581 0.0 -0.1 0.4
H 0.4614 -0.7991 4.6587 0.0 -0.2 0.0
H -1.8531 -0.5115 5.3001 0.1 0.0 0.2
H -4.0736 0.3779 4.7814 -0.1 0.0 0.1
H -4.6970 0.7575 2.4147 -0.1 0.1 -0.1
H -3.0598 0.3822 0.6589 0.0 0.1 0.0
C 5.1708 -0.8354 -4.8014 0.0 0.0 -0.2
C 3.7416 -0.4393 -4.6663 -0.2 0.1 -0.4
C 2.9600 -0.0309 -5.7495 0.0 0.0 0.2
C 1.6418 0.2985 -5.4925 0.3 -0.1 -0.1
N 1.1223 0.2110 -4.2721 -0.2 0.0 -0.1
C 1.9459 -0.1609 -3.3225 -0.6 0.3 -0.5
S 1.4645 -0.3785 -1.6417 -0.3 -0.3 1.5
N 3.2211 -0.4840 -3.4424 0.1 -0.1 0.3
H 5.4075 -1.0780 -5.8320 0.1 0.0 -0.1
H 5.3842 -1.6952 -4.1686 0.0 0.0 0.0
H 5.8076 -0.0083 -4.4906 0.1 0.0 0.0
H 3.3705 0.0192 -6.7445 0.0 0.0 -0.1
H 0.9596 0.6359 -6.2596 0.1 0.0 -0.2
C 4.4853 -4.8102 1.3006 -0.2 -0.1 0.1
C 3.3493 -5.4854 0.5430 0.3 0.1 -0.2
C 3.1894 -5.0060 -0.8985 -0.3 0.2 0.2
C 2.6232 -3.5931 -1.0476 -0.3 -0.5 -0.3
N 3.5891 -2.5674 -0.7227 0.4 0.4 -0.1
C 3.3971 -1.5176 0.0499 0.1 0.0 0.2
S 2.0093 -1.3907 1.0848 -0.7 0.1 0.5
N 4.3074 -0.5662 0.1652 0.0 0.3 0.1
C 5.4652 -0.3771 -0.6900 0.7 -0.3 -0.3
C 6.6856 -1.1964 -0.2502 -0.1 0.2 0.3
C 7.1636 -0.8643 1.1661 0.1 0.0 -0.2
C 7.6067 0.5849 1.3326 -0.1 -0.3 0.0
H 4.6353 -5.3074 2.2542 0.1 0.0 0.2
H 4.2711 -3.7627 1.4977 0.1 0.1 0.1
H 5.4146 -4.8768 0.7430 0.2 0.0 -0.1
H 2.4094 -5.3329 1.0779 -0.1 -0.1 0.0
H 3.5440 -6.5586 0.5106 -0.1 0.0 0.1
H 2.4957 -5.6748 -1.4094 0.0 0.0 -0.1
H 4.1497 -5.0733 -1.4123 0.1 -0.1 -0.1
H 1.7524 -3.4561 -0.4021 0.1 0.0 -0.2
H 2.3117 -3.4374 -2.0868 -0.1 0.0 0.1
H 4.4108 -2.5461 -1.3134 0.0 0.0 0.1
H 4.1558 0.1261 0.8852 -0.2 -0.2 -0.1
H 5.7087 0.6852 -0.6654 -0.1 0.0 -0.1
H 5.1882 -0.6232 -1.7193 -0.1 0.1 0.1
H 7.4936 -0.9973 -0.9576 0.0 -0.1 -0.1
H 6.4513 -2.2625 -0.2976 0.0 -0.1 -0.1
H 8.0055 -1.5194 1.4021 -0.1 0.0 0.0
H 6.3718 -1.0910 1.8842 0.0 -0.1 0.1
H 8.3737 0.8362 0.6054 0.1 0.1 -0.1
H 8.0136 0.7351 2.3278 0.1 0.1 0.1
H 6.7783 1.2789 1.2096 -0.1 0.2 0.0
```
Positions in Å, forces in eV/Å.

One molecule with the formula C25H29FN2O2, computed with wB97M-V/def2-TZVPD.

Properties
Electronic energy   -1329.8585 Eh
Net charge   0
Kohn-Sham gap   8.648 eV
Relative energy (zero: lowest compared OMol25 entry of this formula, charge and spin)   1.8 kcal/mol
LUMO energy   0.01693 hartree
Structure (SMILES)   CN(C(=O)c1cccc(C#CC(C)(C)O)c1)[C@H]1CCCN(Cc2ccccc2F)C1

```
59
Properties=species:S:1:pos:R:3:forces:R:3
C -1.5114 1.0131 1.6129 0.1 0.0 0.3
N -1.8497 0.9977 0.2099 0.0 -0.1 0.1
C -1.3803 1.9030 -0.6799 0.0 0.1 0.1
O -1.7520 1.9583 -1.8390 0.0 0.1 -0.2
C -0.3310 2.8514 -0.1814 0.2 0.2 -0.2
C -0.5874 4.2175 -0.1566 0.0 -0.2 0.0
C 0.4084 5.1031 0.2212 -0.1 0.0 0.0
C 1.6657 4.6392 0.5578 0.0 -0.1 0.0
C 1.9377 3.2713 0.5142 -0.5 0.2 -0.1
C 3.2240 2.7864 0.8508 0.8 -0.4 0.1
C 4.3096 2.3394 1.1158 -0.5 0.4 0.0
C 5.6368 1.8606 1.5005 0.1 -0.6 -0.1
C 5.4805 0.5620 2.3086 0.1 0.2 -0.1
C 6.4793 1.6241 0.2440 0.0 0.2 0.3
O 6.3175 2.8466 2.2661 0.2 0.1 0.0
C 0.9327 2.3796 0.1438 -0.1 0.2 0.0
C -2.7648 -0.0579 -0.2145 -0.1 0.0 -0.5
C -4.0998 0.4854 -0.7316 -0.1 -0.2 0.2
C -4.9923 -0.6821 -1.1463 0.2 0.0 -0.2
C -4.2571 -1.5564 -2.1701 -0.3 0.0 0.1
N -2.9791 -2.0487 -1.6976 0.0 -0.2 0.0
C -3.0684 -3.1357 -0.7348 0.0 0.0 -0.1
C -1.7274 -3.8015 -0.5911 -0.1 -0.1 -0.1
C -0.9146 -3.5949 0.5154 0.0 -0.1 -0.1
C 0.3352 -4.1830 0.6087 0.1 0.0 0.1
C 0.7985 -4.9945 -0.4123 0.0 0.0 0.0
C 0.0068 -5.2240 -1.5241 -0.2 0.0 -0.1
C -1.2371 -4.6257 -1.5974 0.1 0.0 0.2
F -2.0050 -4.8742 -2.6767 0.0 0.0 0.1
C -2.1262 -0.9513 -1.2980 0.2 0.1 0.1
H -0.8758 0.1600 1.8706 0.0 0.0 0.1
H -0.9854 1.9299 1.8675 -0.1 -0.1 0.1
H -2.4239 0.9616 2.2119 0.0 0.0 0.0
H -1.5667 4.5773 -0.4341 -0.1 0.0 -0.1
H 0.2028 6.1630 0.2468 0.0 0.1 0.0
H 2.4473 5.3261 0.8473 0.0 0.0 0.0
H 5.0064 -0.2041 1.7007 -0.1 -0.1 0.0
H 6.4604 0.2124 2.6257 0.1 0.0 0.0
H 4.8658 0.7353 3.1913 0.0 0.0 0.0
H 6.0013 0.8913 -0.3999 0.0 -0.1 0.0
H 7.4646 1.2695 0.5348 0.1 -0.1 0.0
H 6.5913 2.5593 -0.2980 0.0 0.0 -0.1
H 5.7903 3.0588 3.0438 -0.1 0.0 0.0
H 1.1468 1.3211 0.1018 0.0 -0.1 0.0
H -2.9551 -0.6709 0.6735 0.0 0.1 0.0
H -3.9054 1.1249 -1.5928 0.0 0.0 0.0
H -4.5843 1.0863 0.0427 0.0 0.0 0.0
H -5.9183 -0.3074 -1.5844 -0.1 0.0 0.0
H -5.2552 -1.2806 -0.2699 -0.1 0.0 0.0
H -4.8740 -2.4103 -2.4588 0.0 0.0 -0.1
H -4.0566 -0.9609 -3.0657 -0.1 0.0 -0.1
H -3.7843 -3.8588 -1.1356 0.0 0.1 0.1
H -3.4218 -2.8207 0.2615 0.0 -0.1 0.0
H -1.2725 -2.9662 1.3188 -0.1 0.1 0.1
H 0.9484 -4.0068 1.4798 0.1 0.0 0.1
H 1.7732 -5.4526 -0.3437 0.1 0.0 0.0
H 0.3389 -5.8573 -2.3316 0.0 -0.1 -0.1
H -1.1731 -1.3488 -0.9396 0.0 0.1 0.0
H -1.9341 -0.3405 -2.1827 0.1 0.0 0.1
```
Positions in Å, forces in eV/Å.

C3H3AgO2 as an isolated structure at a distorted geometry, computed with wB97M-V/def2-TZVPD.

Properties
Electronic energy   -413.2857 Eh
2S+1   3
Net charge   0
Kohn-Sham gap (alpha / beta)   6.893 / 6.388 eV
Relative energy (zero: lowest compared OMol25 entry of this formula, charge and spin)   50.6 kcal/mol
LUMO energy (alpha / beta)   -0.02934 / -0.07750 hartree

```
9
Properties=species:S:1:pos:R:3:forces:R:3
C 0.9277 0.2299 -0.5985 -0.2 1.7 0.6
C -0.3571 0.9026 -0.1875 0.4 -0.4 0.4
H -0.2315 1.6160 0.6504 0.3 -0.2 -0.3
H 1.8329 0.8326 -0.4416 0.0 -0.6 -0.7
H -0.9855 1.4258 -0.9291 0.1 -0.6 0.0
O -0.0334 -2.1179 1.0815 0.8 3.4 1.6
C 0.0177 -0.8594 1.2136 -1.9 -4.1 -1.6
O -1.0318 -0.2726 0.3626 -0.2 1.2 1.3
Ag -0.1391 -1.7570 -1.1513 0.6 -0.5 -1.4
```
Positions in Å, forces in eV/Å.